(1)
ORCA calculation (ωB97M-V/def2-TZVPD) on C11H25CoOS4Si as an isolated structure.

The geometry in XYZ format:
```
43
Properties=species:S:1:pos:R:3:forces:R:3:lowdin_charge:R:1
Co -0.0109 -0.0107 0.0289 0.41 -0.01 0.01 0.216
C -2.3542 1.6810 -1.4016 -0.02 -0.01 -0.02 -0.457
C -1.5959 1.2492 -2.6508 -0.06 0.01 -0.04 -0.461
S -0.3679 -0.0709 -2.4247 0.04 0.00 0.04 0.931
C -1.3066 -1.6124 -2.5966 -0.05 -0.03 -0.04 -0.468
C -2.1978 -1.9935 -1.4231 -0.01 0.00 -0.02 -0.449
S -1.2125 -2.0994 0.1001 0.08 0.04 -0.02 0.950
C -2.4160 -1.6617 1.3870 -0.02 0.01 0.03 -0.456
C -1.6830 -1.2446 2.6570 -0.07 -0.01 0.03 -0.461
S -0.4270 0.0555 2.4695 0.04 -0.01 -0.04 0.935
C -1.3438 1.6136 2.6094 -0.05 0.04 0.03 -0.467
C -2.1981 2.0073 1.4122 -0.01 -0.01 0.02 -0.449
S -1.1745 2.0981 -0.0870 0.09 -0.03 0.01 0.949
H -3.0172 0.8990 -1.0323 -0.01 -0.01 -0.02 0.070
H -2.9535 2.5639 -1.6214 -0.01 0.00 -0.02 0.106
H -1.0292 2.0840 -3.0640 0.01 0.01 0.01 0.093
H -2.2963 0.9305 -3.4233 0.00 0.00 -0.01 0.105
H -0.5414 -2.3714 -2.7671 0.00 -0.01 0.01 0.094
H -1.8964 -1.5510 -3.5114 0.00 0.00 0.00 0.104
H -2.6508 -2.9675 -1.6043 0.01 -0.01 -0.01 0.104
H -2.9979 -1.2716 -1.2661 -0.01 0.00 -0.02 0.077
H -3.0356 -2.5346 1.5899 -0.01 0.00 0.02 0.106
H -3.0564 -0.8683 1.0028 -0.01 0.01 0.02 0.070
H -1.1417 -2.0896 3.0833 0.01 -0.01 -0.01 0.093
H -2.3985 -0.9157 3.4111 0.00 0.00 0.01 0.105
H -0.5704 2.3597 2.7987 0.00 0.01 -0.01 0.094
H -1.9586 1.5647 3.5085 0.00 -0.01 0.00 0.104
H -2.6403 2.9883 1.5817 0.01 0.01 0.02 0.104
H -3.0056 1.2982 1.2358 -0.01 0.00 0.02 0.076
C 4.0856 0.7137 1.6178 -0.10 -0.23 -0.05 -0.128
Si 3.4765 -0.0858 0.0552 0.39 0.54 0.03 0.381
C 4.0912 -1.7817 -0.2543 -0.02 -0.31 0.00 -0.143
C 3.8801 1.0878 -1.4006 -0.30 -0.24 0.07 -0.077
O 1.8169 0.0039 0.0441 -0.60 -0.02 -0.06 -0.317
H 5.1759 0.7508 1.5607 -0.01 0.03 0.10 0.057
H 3.7962 0.1009 2.4737 0.09 0.10 0.07 0.046
H 3.6971 1.7243 1.7349 0.02 0.00 0.02 0.047
H 5.1826 -1.7720 -0.3081 -0.02 -0.01 0.01 0.058
H 3.7153 -2.1938 -1.1925 0.01 0.01 0.02 0.048
H 3.8064 -2.4526 0.5596 0.04 -0.02 -0.04 0.049
H 4.9731 1.0952 -1.3969 0.00 0.04 -0.07 0.064
H 3.4813 2.0819 -1.2168 0.05 0.02 -0.05 0.049
H 3.4928 0.6588 -2.3229 0.09 0.11 -0.06 0.045
```
Forces are in eV/Å.

Results
Multiplicity = 5
Net charge = +2
<S²> = 6.021
HOMO (alpha / beta) = -15.513 / -15.770 eV


(2)
ORCA calculation (ωB97M-V/def2-TZVPD) on C11H25MoO4P as an isolated structure in a non-equilibrium geometry.

The geometry in XYZ format:
```
42
Properties=species:S:1:pos:R:3:forces:R:3:lowdin_charge:R:1
Mo 0.4701 0.6643 -0.2372 0.75 -0.75 3.36 1.799
C 0.6595 2.7795 1.9043 1.49 0.65 0.52 -0.066
C 1.6235 1.7510 2.5090 -0.51 0.97 0.84 -0.072
O 1.9035 0.8087 1.4586 -0.88 0.26 -1.81 -0.254
C 2.7127 -0.3308 1.8008 0.55 -1.20 0.05 -0.068
C 2.7218 -1.2077 0.5470 1.48 0.52 0.42 -0.062
O 1.4047 -1.1953 -0.0497 -0.35 0.51 -0.47 -0.337
C 0.5004 -2.2643 0.2909 -1.42 -1.03 0.06 -0.070
C -0.3811 -1.8375 1.4674 0.64 -1.30 0.13 -0.073
O -0.7386 -0.4768 1.1964 0.46 0.76 -1.62 -0.259
C -1.4115 0.2383 2.2489 -0.48 0.92 1.02 -0.071
C -1.5544 1.6821 1.7682 -1.52 -0.69 0.34 -0.064
O -0.3423 2.1115 1.1087 0.33 -0.46 -1.03 -0.302
H 1.2040 3.4522 1.2185 -0.29 -0.23 0.22 0.161
H 0.2002 3.4020 2.6864 -0.04 -0.21 -0.29 0.180
H 1.2073 1.2330 3.3868 0.10 -0.02 -0.35 0.158
H 2.5509 2.2545 2.8269 -0.19 -0.17 -0.21 0.182
H 2.3025 -0.8502 2.6797 -0.10 0.27 -0.22 0.160
H 3.7361 -0.0131 2.0485 -0.24 0.07 -0.11 0.181
H 3.0391 -2.2351 0.7737 -0.22 0.21 -0.14 0.178
H 3.4075 -0.7974 -0.2126 -0.28 -0.16 0.22 0.159
H 1.0569 -3.1837 0.5164 -0.05 0.26 -0.11 0.178
H -0.1143 -2.4456 -0.6101 0.30 0.05 0.34 0.165
H 0.1421 -1.9061 2.4353 -0.18 0.19 -0.27 0.161
H -1.2755 -2.4819 1.5138 0.17 0.33 -0.06 0.185
H -0.8269 0.1639 3.1783 -0.04 -0.10 -0.31 0.155
H -2.4067 -0.1963 2.4410 0.30 0.04 -0.21 0.185
H -1.7956 2.3473 2.6075 0.16 -0.04 -0.23 0.178
H -2.3709 1.7711 1.0317 0.36 0.04 0.16 0.166
C 0.4917 0.1594 -4.1176 -0.19 -0.66 0.03 -0.165
P 1.1903 0.8507 -2.5959 -0.25 1.44 -1.10 0.876
C -0.0216 2.2060 -2.0326 0.36 -0.32 0.28 -0.229
C 2.7874 1.6221 -2.9555 0.41 -0.21 0.33 -0.178
H 0.5781 0.9089 -4.9172 0.07 0.16 0.27 0.109
H -0.5532 -0.1526 -4.0183 0.10 0.09 0.10 0.087
H 1.0759 -0.7117 -4.4343 0.07 0.00 0.14 0.094
H 0.4060 3.1249 -1.5724 -0.28 -0.49 0.14 0.105
H -0.8856 1.7530 -1.4177 -0.04 0.73 -0.56 0.066
H -0.5388 2.5749 -2.9397 -0.02 -0.31 0.13 0.132
H 2.6890 2.3544 -3.7667 -0.33 -0.01 0.03 0.107
H 3.4820 0.8558 -3.3177 -0.07 -0.10 0.06 0.093
H 3.2364 2.1114 -2.0853 -0.11 -0.05 -0.06 0.074
```
Forces are in eV/Å.

Results
Multiplicity = 3
Net charge = +4
<S²> = 2.032
HOMO (alpha / beta) = -24.999 / -25.071 eV


(3)
ORCA calculation (ωB97M-V/def2-TZVPD) on a 2-piece molecular cluster, C11H25N2O5S overall in a non-equilibrium geometry.

The geometry in XYZ format:
```
44
Properties=species:S:1:pos:R:3:forces:R:3:lowdin_charge:R:1
C 3.6906 0.0363 -0.4711 -0.16 0.33 0.34 0.015
C 4.2927 1.5124 -0.5929 3.33 -0.05 -3.38 -0.388
O 5.1639 1.6951 -1.4790 -3.48 -0.48 3.29 0.082
O 3.9570 2.6140 0.2492 -1.37 -1.41 -1.32 -0.057
C 3.3782 3.7167 -0.4893 0.04 1.48 -0.71 -0.133
C 1.8068 3.9314 -0.1833 1.38 1.18 0.16 -0.077
N 1.0090 2.6614 -0.2013 -1.58 0.58 -0.06 -0.135
C 0.2793 2.4200 -1.5201 0.37 -0.95 -1.13 -0.091
C -0.1372 0.8622 -1.4967 -0.49 0.58 -0.59 -0.167
N -0.9582 0.4573 -0.3255 0.69 1.08 0.17 -0.066
C -0.4767 1.0305 0.9574 0.45 0.23 0.88 -0.164
C -0.0896 2.6129 0.8509 -1.67 -1.43 0.77 -0.083
H 4.3383 -0.5572 0.2596 -0.93 0.86 -0.95 0.112
H 3.7297 -0.4786 -1.4990 0.19 1.09 1.59 0.115
H 2.6079 -0.0043 -0.1165 1.44 0.12 -0.19 0.049
H 3.9246 4.6771 -0.1615 -0.98 -1.50 -0.41 0.156
H 3.5587 3.6477 -1.6263 -0.20 -0.28 1.81 0.146
H 1.6896 4.4417 0.8338 0.08 -0.93 -1.43 0.146
H 1.3875 4.6238 -0.9890 0.52 -0.93 1.18 0.152
H 1.5665 1.7991 -0.0440 0.24 0.87 0.08 0.128
H -0.6121 3.1337 -1.6365 1.50 -1.02 0.38 0.153
H 1.0476 2.5908 -2.3536 -1.19 -0.19 1.08 0.150
H -0.7533 0.6818 -2.4491 1.12 0.04 1.40 0.147
H 0.8427 0.2620 -1.5362 -1.45 0.71 0.02 0.119
H -1.9651 0.5929 -0.4738 0.67 -0.06 0.13 0.119
H -1.2211 0.8871 1.8262 0.99 0.17 -1.65 0.149
H 0.4732 0.4589 1.2848 -1.27 0.83 -0.50 0.130
H -1.0564 3.1199 0.4782 1.89 -0.36 0.46 0.152
H 0.2336 3.0603 1.8450 -0.17 -0.68 -1.41 0.145
O -3.4944 -1.7722 0.6867 0.41 -0.20 0.29 -0.305
S -3.4925 -3.0625 1.3273 -0.29 -0.89 -0.05 0.600
O -2.7570 -3.3031 2.5413 -0.13 0.54 -0.64 -0.281
O -3.0882 -4.1878 0.2389 -0.67 0.50 0.53 -0.260
C -1.8510 -4.0448 -0.4602 0.96 0.04 -0.29 -0.267
C -0.6621 -4.3702 0.4257 0.06 0.12 0.29 -0.076
C -5.1644 -3.5792 1.5836 -0.03 -0.08 -0.16 -0.116
H -1.7651 -3.0400 -0.8846 -0.15 0.01 0.12 0.107
H -1.8758 -4.7472 -1.2964 -0.36 0.04 0.16 0.125
H -0.5653 -3.6479 1.2387 -0.01 -0.04 -0.06 0.065
H 0.2660 -4.3521 -0.1499 -0.11 -0.06 -0.08 0.079
H -0.7802 -5.3558 0.8818 0.03 0.06 -0.12 0.090
H -5.7273 -3.4346 0.6621 0.10 -0.02 0.06 0.077
H -5.5825 -2.9635 2.3803 0.16 0.02 -0.05 0.080
H -5.1678 -4.6262 1.8842 0.07 0.09 -0.03 0.080
```
Forces are in eV/Å.

Results
Net charge = +1
HOMO = -12.924 eV
Relative energy (zero: lowest compared OMol25 entry of this formula, charge and spin) = 0.00 kJ/mol


(4)
ORCA calculation (ωB97M-V/def2-TZVPD) on C11H25N6O6PPdS as an isolated structure.

The geometry in XYZ format:
```
51
Properties=species:S:1:pos:R:3:forces:R:3:lowdin_charge:R:1
Pd -1.7198 -0.6472 0.6436 0.30 -0.26 0.11 0.617
O -4.6603 -0.1950 1.2496 -0.16 0.04 0.05 -0.420
S -4.3227 -0.4396 -0.1530 0.25 0.08 -0.34 0.207
O -5.4485 -0.2035 -1.0596 0.00 0.03 -0.09 -0.424
O -3.1623 0.5205 -0.5532 -0.01 -0.06 0.37 -0.545
O -3.7041 -1.7782 -0.3579 -0.25 -0.12 0.16 -0.463
C -1.8419 0.1052 3.8261 -0.11 0.01 -0.01 -0.162
N -0.5151 0.5715 3.4520 0.08 0.02 0.04 -0.332
C 0.4126 0.3793 4.5434 0.00 0.01 0.05 -0.163
P 0.0138 0.0735 1.8836 0.09 -0.19 -0.05 0.545
O -0.2606 -1.4814 1.8429 -0.21 0.19 0.03 -0.485
N 0.1692 1.7122 1.2048 -0.24 0.12 -0.14 -0.372
C 0.4812 1.6464 -0.2196 0.09 0.00 -0.04 -0.183
C -1.0209 2.5405 1.3708 -0.04 0.02 0.02 -0.168
N 1.7350 -0.0764 2.0057 -0.02 -0.05 -0.26 -0.313
C 2.7072 0.9770 1.8526 0.05 0.09 0.11 -0.183
C 2.3716 -1.3720 1.8387 0.02 -0.04 0.01 -0.142
H -2.2339 0.7422 4.6300 0.01 -0.01 0.01 0.068
H -1.8226 -0.9354 4.1839 -0.01 0.00 -0.03 0.074
H -2.5311 0.1480 2.9790 0.04 0.02 0.04 0.047
H 0.0231 0.8878 5.4346 0.00 -0.01 0.00 0.065
H 1.3918 0.7947 4.3133 0.00 0.02 -0.03 0.057
H 0.5479 -0.6857 4.8021 0.01 0.00 0.00 0.077
H 1.2659 0.9129 -0.4148 0.00 -0.02 0.00 0.056
H 0.8307 2.6300 -0.5606 0.00 0.01 -0.01 0.069
H -0.3902 1.3509 -0.8204 0.01 0.01 0.02 0.053
H -1.2094 2.7153 2.4292 0.00 -0.01 0.00 0.059
H -1.9174 2.0930 0.9161 0.03 0.01 0.00 0.055
H -0.8376 3.5047 0.8807 0.00 0.02 0.01 0.065
H 2.2590 1.9499 2.0275 -0.01 -0.02 0.00 0.064
H 3.1607 0.9860 0.8479 0.01 0.00 0.01 0.070
H 3.5304 0.8234 2.5686 0.00 0.00 0.00 0.062
H 1.7125 -2.1706 2.1578 -0.03 0.00 0.00 0.058
H 3.2916 -1.3971 2.4417 0.00 0.00 -0.01 0.062
H 2.6422 -1.5601 0.7901 0.02 0.01 0.03 0.072
C 2.9469 -1.4813 -4.5354 0.02 0.00 -0.01 -0.056
N 1.5771 -1.2067 -4.1680 -0.05 -0.01 -0.12 -0.074
C 0.6488 -0.8367 -5.0873 -0.02 0.01 0.00 -0.099
C -0.6159 -0.5610 -4.7301 0.13 -0.07 0.07 -0.024
C -0.9347 -0.6673 -3.3161 -0.32 0.03 0.03 -0.382
N -0.0414 -1.0610 -2.4240 0.27 0.03 -0.11 0.191
C 1.2310 -1.3326 -2.7886 -0.21 0.07 0.09 -0.515
O 2.1298 -1.6764 -2.0335 0.10 -0.01 -0.02 0.019
N -2.1657 -0.3637 -2.9211 0.23 0.08 0.08 0.192
H 3.0319 -1.4436 -5.6221 0.02 0.00 0.00 0.074
H 3.2451 -2.4644 -4.1727 0.00 0.00 -0.01 0.085
H 3.6236 -0.7512 -4.0879 0.00 -0.01 0.00 0.088
H 0.9905 -0.7744 -6.1146 0.01 -0.01 0.02 0.110
H -1.3555 -0.2613 -5.4571 -0.01 0.00 -0.01 0.091
H -2.8220 -0.0230 -3.6005 -0.03 -0.02 0.02 0.104
H -2.4372 -0.2183 -1.9183 -0.04 -0.02 -0.13 0.045
```
Forces are in eV/Å.

Results
Net charge = -2
HOMO = -0.615 eV
Relative energy (zero: lowest compared OMol25 entry of this formula, charge and spin) = 84.87 kJ/mol


(5)
ORCA calculation (ωB97M-V/def2-TZVPD) on C11H26EuO3S5 as an isolated structure in a non-equilibrium geometry.

The geometry in XYZ format:
```
46
Properties=species:S:1:pos:R:3:forces:R:3:lowdin_charge:R:1
Eu -0.7270 -0.0748 -0.4005 0.99 0.21 0.92 1.302
C 3.5212 1.0174 0.3158 -0.68 0.83 -0.33 -0.425
C 2.8943 1.8884 1.4388 -1.85 -0.27 -0.93 -0.294
S 1.2007 2.7964 1.0834 0.29 1.82 1.34 0.921
C 0.2755 2.5586 2.6899 -0.36 0.53 1.08 -0.406
C 0.2705 1.2198 3.4577 0.74 1.42 1.03 -0.615
S -0.7361 -0.0671 2.7649 -0.86 0.04 -1.58 0.634
C 0.5992 -1.4210 2.9990 0.32 -1.66 -0.60 -0.483
C -0.1623 -2.6412 2.3601 -0.45 -0.37 0.38 -0.571
S 0.1575 -2.8522 0.5702 -0.35 0.58 0.45 0.778
C 1.9096 -2.9233 0.7011 2.35 0.43 -1.62 -0.551
C 2.9408 -1.7428 0.2159 -0.85 -2.54 -1.77 -0.476
S 2.3109 -0.1652 -0.4697 0.93 0.08 1.16 0.792
H 4.0992 1.5565 -0.4786 -1.11 0.01 0.61 0.097
H 4.2788 0.3859 0.7208 0.41 -0.51 0.64 0.054
H 2.5607 1.4032 2.3230 0.24 -1.54 0.44 0.022
H 3.4757 2.6843 1.8566 0.66 0.77 -0.54 0.078
H 0.7550 3.3026 3.3481 0.42 -0.20 -0.22 0.080
H -0.7678 3.0272 2.6693 1.22 -0.93 -1.01 0.105
H 1.3402 0.9742 3.6948 -0.83 -0.34 -0.24 0.072
H -0.2077 1.3909 4.4525 0.54 0.36 -0.62 0.081
H 1.5054 -1.1640 2.3945 -0.69 -0.12 0.61 0.040
H 0.8985 -1.5605 4.0602 -0.39 -0.07 -0.64 0.083
H -0.1405 -3.6843 2.8116 0.45 1.50 -0.23 0.099
H -1.2363 -2.3525 2.2943 0.28 -0.21 0.47 0.007
H 2.1691 -3.1184 1.7191 -0.04 -0.22 0.58 0.055
H 2.2418 -3.7928 0.1147 -0.14 0.21 0.25 0.070
H 3.7042 -1.7633 0.9801 0.11 1.03 0.26 0.076
H 3.4334 -2.2049 -0.6830 -0.29 0.44 0.89 0.069
C -4.0335 1.3118 -0.9446 0.53 -1.16 0.19 -0.070
O -2.8524 0.8590 -0.1998 -1.72 1.52 0.88 -0.346
H -3.7059 2.0035 -1.6988 0.01 0.43 -0.30 0.068
H -4.7791 1.7603 -0.2904 0.15 -0.05 0.03 0.091
H -4.4388 0.4100 -1.4142 -0.09 0.30 0.05 0.089
H -2.8489 1.3722 0.6522 0.25 -0.61 -0.52 0.074
O 0.3282 2.3276 -0.0316 -0.17 -1.66 -0.88 -0.693
C -2.0034 -1.6544 -4.8391 0.31 0.63 -0.54 -0.218
S -1.1667 -0.1964 -4.1755 0.80 -1.17 0.36 0.907
C -2.1953 1.1370 -4.8043 0.23 0.85 1.48 -0.238
O -1.3556 -0.4504 -2.6770 -0.25 1.08 -0.46 -0.728
H -1.3542 -1.9231 -5.6657 -0.24 -0.36 -0.35 0.049
H -3.0026 -1.3859 -5.1974 0.12 -0.40 0.27 0.064
H -1.9500 -2.4374 -4.0726 -0.23 0.43 -0.19 0.068
H -2.5062 0.9087 -5.8095 0.05 0.01 -0.40 0.057
H -1.6549 2.1227 -4.7089 -0.42 -1.21 -0.29 0.084
H -3.0451 1.1576 -4.1278 -0.39 0.10 -0.13 0.046
```
Forces are in eV/Å.

Results
Multiplicity = 7
Net charge = +1
<S²> = 12.013
HOMO (alpha / beta) = -5.753 / -8.237 eV
Relative energy (zero: lowest compared OMol25 entry of this formula, charge and spin) = 0.00 kJ/mol


(6)
ORCA calculation (ωB97M-V/def2-TZVPD) on C11H26InO as an isolated structure.

The geometry in XYZ format:
```
39
Properties=species:S:1:pos:R:3:forces:R:3:lowdin_charge:R:1
C 3.7438 -2.1695 0.7660 0.04 -0.12 0.07 -0.123
C 3.4821 -0.6676 0.7815 0.00 0.07 0.02 -0.278
C 3.8307 -0.0201 -0.5559 -0.04 -0.09 -0.11 -0.240
C 3.6451 1.5027 -0.6242 0.04 0.01 -0.03 -0.223
C 2.3617 2.0267 0.0196 -0.04 -0.07 0.08 -0.239
C 1.0875 1.5335 -0.6630 -0.01 -0.03 -0.07 -0.232
C -0.2112 1.8310 0.1121 0.17 0.22 0.10 -0.342
C -1.3135 0.7933 -0.0483 0.03 -0.07 -0.05 -0.356
In -3.2694 1.3897 0.8191 0.02 0.00 -0.02 0.410
C -4.7021 -0.2588 0.3952 -0.10 -0.06 -0.13 -0.343
C -4.0576 -1.6511 0.5378 -0.01 -0.06 0.07 -0.315
C -3.7545 -2.3513 -0.7835 -0.05 0.00 0.02 -0.290
O -3.2551 -1.4340 -1.7571 -0.04 0.08 0.05 -0.090
H 4.7298 -2.3966 0.3491 -0.03 0.03 0.01 0.065
H 3.7067 -2.6059 1.7670 -0.05 0.06 -0.02 0.064
H 2.9987 -2.6913 0.1605 0.05 0.05 -0.05 0.072
H 4.0559 -0.1893 1.5840 0.04 -0.03 -0.05 0.111
H 2.4305 -0.4891 1.0184 0.02 -0.01 0.00 0.102
H 3.2419 -0.5054 -1.3430 -0.05 0.04 0.08 0.107
H 4.8750 -0.2623 -0.7882 -0.02 0.05 -0.03 0.102
H 3.6514 1.8050 -1.6780 0.08 0.00 0.03 0.104
H 4.5162 1.9840 -0.1642 -0.07 0.00 0.06 0.100
H 2.3869 3.1216 0.0310 -0.04 -0.02 -0.04 0.110
H 2.3288 1.7227 1.0720 0.04 0.04 -0.03 0.098
H 1.1523 0.4496 -0.8173 0.01 0.02 0.09 0.095
H 1.0356 1.9686 -1.6698 -0.03 -0.06 0.01 0.111
H 0.0469 1.9376 1.1758 -0.05 -0.12 -0.03 0.093
H -0.5780 2.8262 -0.1718 0.01 -0.06 -0.06 0.088
H -0.9696 -0.1612 0.3772 -0.03 0.04 -0.02 0.025
H -1.5045 0.5948 -1.1101 0.04 0.06 0.01 0.021
H -3.1308 1.5479 2.5950 0.01 0.01 0.03 -0.139
H -3.7181 2.9417 0.0628 -0.05 0.01 0.01 -0.138
H -5.5569 -0.1770 1.0735 0.04 0.00 0.01 0.006
H -5.1003 -0.1434 -0.6184 0.01 0.02 0.04 0.016
H -3.1341 -1.6128 1.1293 -0.01 0.07 -0.06 0.078
H -4.7254 -2.3325 1.0844 0.08 -0.03 0.00 0.091
H -4.6716 -2.8200 -1.1699 0.03 0.06 -0.02 0.103
H -3.0150 -3.1452 -0.6190 -0.08 -0.05 0.02 0.105
H -2.6397 -1.8923 -2.3294 0.07 -0.06 -0.02 0.072
```
Forces are in eV/Å.

Results
Net charge = -1
HOMO = -3.983 eV